# 1
{"formula": "C6H15N3", "method": "the ωB97M-V functional and the def2-TZVPD basis", "species": ["H", "H", "H", "N", "H", "N", "H", "C", "C", "H", "H", "C", "H", "N", "H", "H", "C", "H", "H", "H", "C", "H", "H", "C"], "positions_angstrom": [[2.398, 0.866, 0.017], [-0.554, -1.281, -1.941], [-1.777, 2.008, 0.302], [0.491, 0.959, -1.767], [1.303, 1.247, -2.322], [-0.148, -1.227, 2.059], [-0.575, -2.152, 2.059], [-2.185, -0.576, 0.832], [0.444, -1.374, -1.521], [0.653, 1.103, 1.952], [-2.961, 0.036, 1.297], [-0.290, 1.009, 1.432], [0.184, 1.761, -1.076], [0.815, -0.109, -0.921], [0.422, -2.125, -0.733], [-0.424, 3.050, 0.928], [2.171, -0.114, -0.402], [-2.123, -0.308, -0.222], [2.911, -0.344, -1.185], [1.132, -1.668, -2.326], [-0.860, -0.331, 1.503], [-2.468, -1.625, 0.904], [2.229, -0.853, 0.395], [-0.789, 2.051, 0.738]], "forces_ev_per_a": [[0.012, 0.006, 0.020], [-0.023, 0.007, -0.028], [0.041, -0.146, -0.338], [-0.596, 1.832, 1.481], [-0.189, 0.168, 0.229], [0.238, 0.081, 0.383], [-0.235, 0.119, -0.119], [0.008, -0.057, 0.185], [-0.025, 0.235, 0.112], [0.058, 0.079, 0.150], [-0.054, -0.002, -0.061], [0.074, 1.151, -0.688], [0.957, -1.621, -1.968], [-0.026, -0.460, -0.050], [0.144, -0.248, -0.061], [0.438, 0.043, -0.374], [-0.304, 0.133, -0.151], [0.005, 0.079, -0.053], [0.059, -0.023, 0.019], [0.020, -0.171, 0.029], [-0.115, -0.789, -0.602], [-0.003, 0.016, 0.045], [0.126, -0.078, 0.028], [-0.613, -0.354, 1.812]], "lowdin_charge": [0.077, 0.071, 0.063, 0.011, 0.073, 0.141, 0.050, -0.042, -0.107, 0.102, 0.083, -0.146, 0.078, -0.388, 0.072, 0.062, -0.103, 0.073, 0.079, 0.078, -0.460, 0.076, 0.075, -0.018], "de_lowest_kcal_mol": 61.8, "homo_lumo_gap_ev": 9.2, "charge": 0, "homo_ev": -8.53, "total_energy_ha": -401.788732, "smiles": "[H]/N=C(\\C)C=C.CN(C)N"}

***

# 2
{"formula": "C18H50N2O7", "method": "the ωB97M-V functional and the def2-TZVPD basis", "species": ["C", "H", "H", "H", "C", "C", "H", "H", "H", "H", "H", "H", "H", "H", "H", "C", "O", "H", "H", "H", "H", "H", "C", "H", "C", "H", "H", "H", "C", "H", "H", "H", "C", "H", "N", "H", "H", "O", "O", "H", "C", "C", "C", "H", "H", "H", "C", "C", "O", "H", "H", "O", "O", "H", "H", "H", "H", "C", "H", "H", "H", "H", "N", "H", "O", "H", "H", "H", "H", "C", "H", "C", "H", "C", "H", "C", "H"], "positions_angstrom": [[-0.582, -1.792, -3.177], [0.205, 1.633, -1.757], [0.620, -0.737, -1.006], [1.124, -2.926, -0.810], [-2.446, -0.533, 0.397], [-1.658, 3.119, -2.431], [2.005, -1.366, -1.028], [-2.072, -1.459, 5.574], [3.561, 0.972, 0.926], [0.445, -2.154, -3.137], [-2.652, 1.040, -2.095], [1.239, -0.061, 0.991], [1.064, 2.144, 2.388], [-0.212, -2.394, 2.482], [-0.618, -0.816, -1.562], [3.907, -1.606, 0.755], [-1.466, -1.175, 0.623], [-1.169, 0.783, 3.322], [-3.836, 0.293, -0.746], [-1.607, 1.197, -3.453], [-3.598, 1.016, 1.045], [-2.359, -2.403, -4.290], [-1.408, -2.852, -4.005], [-2.136, 0.618, 1.983], [-1.129, 4.022, -3.664], [-2.054, 4.717, -1.431], [-3.106, 1.796, -3.666], [2.349, 3.121, 1.665], [-2.356, 1.739, -2.877], [-0.852, -0.325, 5.833], [-0.625, 3.355, -4.364], [-1.233, 1.294, -0.793], [-0.642, -1.241, 3.854], [4.053, 0.362, 3.294], [-3.152, -0.449, -0.718], [3.448, -3.423, -0.239], [0.285, -0.504, -4.554], [0.379, -0.327, 1.000], [2.426, -3.493, 1.479], [-1.683, -3.672, -3.341], [-1.014, -1.297, 5.367], [2.909, -2.735, 0.413], [2.755, 1.017, 1.659], [-0.737, -3.201, -4.790], [-0.889, 3.004, -1.667], [1.204, 2.150, 0.634], [-0.566, -0.494, -3.873], [1.774, 2.201, 1.562], [1.994, -0.128, 1.580], [4.776, -1.860, 1.362], [0.976, -1.576, 0.297], [-0.585, -2.523, 3.357], [-2.527, 3.946, -1.754], [-0.344, 4.662, -3.261], [-0.998, -0.286, 1.912], [-0.299, 0.355, -3.244], [4.353, -1.125, -0.116], [-0.144, 1.338, -0.767], [2.603, 1.128, 3.920], [0.391, -0.917, 3.976], [-2.890, -1.005, -1.520], [-1.493, -0.246, -4.389], [-2.795, 0.435, 1.240], [-0.506, -0.690, 0.917], [-1.119, -1.551, -1.923], [3.780, 2.117, 3.268], [2.133, -2.983, 2.238], [-1.934, 4.618, -4.094], [1.725, 0.357, -0.197], [0.671, 0.104, -0.315], [-0.435, -1.992, 5.975], [1.683, -2.129, -0.320], [0.209, 2.081, -0.052], [3.319, 1.144, 3.099], [3.313, -0.779, 1.143], [-1.340, -0.226, 2.945], [-2.412, -0.421, 2.952]], "forces_ev_per_a": [[-0.514, -1.075, -1.435], [0.191, -0.239, 0.167], [-0.109, 1.271, 0.257], [0.044, -0.055, -0.299], [-2.996, 3.809, -0.506], [-0.076, 0.455, -1.923], [0.872, -1.199, -0.410], [-0.194, -0.446, -0.252], [0.337, 0.745, -0.252], [0.171, -0.265, 0.481], [-0.008, 0.781, -0.163], [8.496, 2.663, 2.503], [0.015, -0.105, 0.059], [0.068, -0.708, -0.376], [-0.548, -0.077, 0.061], [0.496, 0.084, -0.304], [-2.455, -6.433, -2.526], [0.082, 0.204, 0.309], [0.073, -0.554, -0.377], [-0.341, 0.846, 0.680], [0.380, 0.010, 0.128], [0.189, 0.003, -0.622], [0.674, 0.891, 1.929], [-1.504, 1.358, -1.062], [0.393, -2.056, 1.426], [0.034, 0.009, -0.022], [-0.586, 0.800, 0.432], [-0.270, 0.286, -0.262], [1.526, 1.442, -0.610], [0.276, 0.274, -0.218], [-0.164, 0.232, -0.471], [0.398, -0.423, 0.299], [1.706, 1.445, 2.517], [0.084, 0.010, 0.044], [-1.261, -1.249, -1.098], [-0.334, -0.345, -0.052], [-0.265, 0.007, -0.764], [-16.261, -0.144, -5.319], [0.201, -1.162, 0.837], [0.303, -0.220, -0.053], [-1.082, 0.814, -0.322], [0.082, 1.543, -0.776], [-1.078, 0.862, 3.143], [-0.598, 0.013, -0.298], [0.265, -0.495, -1.239], [1.426, 0.788, 1.099], [1.564, 0.837, -1.710], [1.016, 0.175, -0.435], [13.806, 1.979, 7.963], [-0.249, -0.432, 0.283], [1.495, -2.830, 0.214], [-0.542, -1.011, -0.929], [-2.673, 0.811, 1.175], [-0.117, 0.281, -0.027], [-0.512, 0.629, 4.094], [0.135, -0.585, 0.285], [0.025, -0.573, -0.772], [1.124, -0.854, 0.566], [-0.652, -0.482, -0.466], [0.466, 0.424, -0.503], [-0.100, -0.050, 0.035], [0.161, -0.287, -0.140], [-1.999, 2.154, -0.505], [-0.762, -1.137, -0.848], [-0.936, -1.350, 0.321], [0.493, 0.080, -0.329], [0.163, 0.537, -0.147], [0.042, -0.310, -0.036], [-0.167, 0.369, -1.483], [-3.072, 2.644, -3.898], [0.118, -0.255, -0.565], [1.582, -1.787, -0.345], [-1.639, 0.349, -1.056], [0.986, 0.077, -0.212], [0.972, -1.418, 0.428], [0.679, -1.777, 3.647], [0.456, -0.601, 1.038]], "lowdin_charge": [-0.475, 0.094, 0.069, 0.106, -0.604, -0.446, 0.088, 0.070, 0.137, 0.132, 0.035, -0.338, 0.096, 0.077, 0.027, -0.057, 0.128, 0.127, 0.121, 0.004, 0.137, 0.075, -0.010, 0.022, -0.021, 0.094, 0.092, 0.090, -0.032, 0.070, 0.064, 0.069, -0.453, 0.075, 0.184, 0.128, 0.103, -0.039, -0.025, 0.078, -0.038, -0.418, -0.457, 0.083, 0.074, 0.019, -0.072, -0.022, -0.158, 0.081, 0.047, 0.002, -0.064, 0.067, 0.043, 0.055, 0.076, -0.024, 0.075, 0.124, 0.108, 0.090, 0.157, -0.143, -0.074, 0.068, 0.086, 0.077, 0.150, -0.200, 0.078, -0.041, 0.056, -0.043, 0.001, -0.067, 0.114], "de_lowest_kcal_mol": 355.7, "homo_lumo_gap_ev": 8.0, "charge": 0, "homo_ev": -7.75, "total_energy_ha": -1351.327219}

***

# 3
{"formula": "C23H26BrN5O10P2Rb", "method": "the ωB97M-V functional and the def2-TZVPD basis", "species": ["H", "H", "H", "H", "H", "H", "O", "C", "C", "C", "H", "H", "H", "Rb", "C", "C", "H", "C", "H", "C", "P", "H", "H", "H", "O", "N", "O", "H", "C", "C", "O", "Br", "C", "H", "N", "H", "C", "O", "O", "O", "C", "C", "H", "N", "C", "O", "H", "H", "C", "C", "C", "H", "C", "C", "C", "C", "H", "C", "O", "O", "H", "C", "H", "H", "N", "P", "N", "H"], "positions_angstrom": [[2.920, -0.891, 3.911], [-2.869, -2.022, -4.620], [3.851, 2.989, -4.360], [1.235, 1.063, 4.536], [-1.706, 1.214, -3.454], [9.435, 7.277, -5.372], [-3.136, -0.258, -1.618], [0.468, 0.342, 4.247], [5.722, 4.161, -2.800], [7.782, 5.990, -4.967], [8.927, 6.304, -1.223], [10.147, 7.470, -3.028], [-0.357, 0.869, 3.772], [-0.687, -0.370, -0.373], [7.088, 5.330, -3.954], [-6.328, -2.200, 0.156], [1.384, -2.590, 1.511], [1.099, -0.703, 3.326], [-0.337, -2.290, -4.181], [3.305, 2.188, -0.694], [1.925, 0.158, 1.916], [-7.557, -3.972, 0.130], [6.607, 4.545, -0.908], [-4.910, -0.597, -0.060], [0.197, -0.202, -3.186], [2.456, 1.690, -1.588], [-0.578, -2.741, 4.100], [-1.919, -2.930, -5.792], [-2.044, -1.951, -5.332], [-3.078, -1.507, -1.685], [-1.324, -1.231, 2.175], [-3.685, -4.555, -2.881], [9.284, 6.862, -3.270], [0.118, -0.161, 5.151], [-1.666, 0.578, -4.239], [-6.110, -5.142, -1.501], [2.680, 1.982, -2.866], [0.587, -2.961, 1.936], [0.922, 0.988, 1.211], [-2.071, -2.187, -1.961], [7.508, 5.452, -2.625], [-6.670, -3.484, -0.254], [-2.592, 0.211, -4.408], [-0.798, -1.559, -4.702], [8.609, 6.215, -2.253], [3.221, 0.650, 2.472], [7.467, 5.905, -5.998], [5.016, 3.339, -0.222], [8.876, 6.752, -4.609], [-4.351, -2.246, -1.260], [-5.865, -4.144, -1.163], [3.238, -1.124, 0.768], [4.390, 2.985, -1.033], [-0.712, -0.392, -3.979], [-5.193, -1.600, -0.350], [4.610, 3.299, -2.369], [1.976, 1.550, -3.569], [3.729, 2.779, -3.307], [2.117, -1.423, 4.042], [2.286, -1.123, 0.915], [-2.300, -1.254, -6.133], [-4.720, -3.524, -1.646], [-1.515, -2.625, 4.290], [-6.941, -1.666, 0.870], [5.969, 4.515, -4.031], [-0.173, -1.900, 2.810], [6.615, 4.690, -1.901], [3.116, 1.966, 0.347]], "forces_ev_per_a": [[0.004, -0.016, 0.017], [-0.052, -0.008, 0.034], [0.064, 0.046, 0.004], [-0.025, 0.024, -0.026], [0.054, 0.013, -0.073], [0.002, 0.001, -0.003], [-0.323, 0.181, -0.228], [0.038, -0.009, 0.130], [-0.138, -0.122, 0.122], [0.031, 0.017, 0.044], [-0.010, -0.011, 0.025], [0.007, 0.005, -0.008], [0.003, -0.025, -0.090], [0.258, 0.121, -0.497], [-0.127, -0.077, -0.171], [-0.053, -0.072, 0.011], [0.030, 0.171, -0.053], [0.118, -0.247, 0.342], [-0.012, -0.013, -0.073], [0.028, 0.133, -0.055], [-0.302, -0.083, 0.114], [-0.016, 0.003, 0.011], [0.005, 0.005, -0.002], [-0.008, -0.003, 0.014], [0.208, 0.127, -0.069], [0.090, 0.005, 0.108], [0.018, -0.191, 0.164], [0.042, -0.003, 0.048], [-0.022, -0.044, -0.130], [-0.067, 0.015, 0.179], [-0.208, -0.249, 0.266], [-0.144, 0.020, 0.022], [0.026, 0.022, -0.021], [-0.037, 0.044, 0.003], [-0.106, -0.096, 0.090], [-0.007, -0.002, -0.002], [-0.045, -0.049, -0.158], [-0.012, -0.499, -0.013], [0.390, 0.431, 0.386], [-0.133, -0.246, -0.239], [0.042, -0.005, 0.255], [-0.008, 0.114, 0.063], [0.031, -0.010, -0.049], [-0.049, 0.088, 0.105], [-0.012, 0.001, -0.070], [0.044, 0.007, -0.117], [-0.039, -0.028, -0.013], [0.075, 0.055, -0.067], [0.032, 0.016, 0.041], [-0.107, 0.001, 0.099], [0.011, -0.008, -0.040], [0.057, -0.068, -0.009], [-0.102, -0.062, 0.022], [-0.084, -0.068, 0.085], [0.114, 0.092, -0.118], [0.078, 0.053, 0.016], [0.005, -0.005, 0.003], [-0.127, -0.080, 0.006], [-0.043, 0.031, -0.099], [0.032, 0.016, 0.093], [0.012, 0.024, 0.053], [0.205, -0.258, -0.172], [-0.095, 0.055, -0.017], [-0.039, -0.032, 0.008], [0.092, 0.070, 0.025], [0.309, 0.666, -0.177], [0.056, 0.066, -0.188], [-0.059, -0.052, 0.040]], "lowdin_charge": [0.071, 0.056, 0.107, 0.085, 0.099, 0.094, -0.143, -0.073, -0.272, -0.022, 0.105, 0.094, 0.081, 1.106, -0.230, -0.086, 0.054, -0.592, 0.133, -0.118, 0.274, 0.096, 0.146, 0.116, -0.047, 0.100, -0.093, 0.081, -0.109, -0.757, -0.368, 0.766, -0.109, 0.080, 0.167, 0.086, -0.118, -0.105, -0.446, -0.157, -0.196, -0.101, 0.077, 0.021, -0.030, -0.316, 0.108, 0.102, -0.107, -0.146, -0.154, 0.082, -0.008, -0.641, -0.022, -0.150, 0.096, -0.007, -0.075, -0.195, 0.080, -0.581, 0.087, 0.097, 0.177, 0.413, 0.165, 0.072], "de_lowest_kcal_mol": 14.7, "homo_lumo_gap_ev": 8.4, "charge": -1, "homo_ev": -6.26, "total_energy_ha": -5199.528360}

***

# 4
{"formula": "C6H8", "method": "the ωB97M-V functional and the def2-TZVPD basis", "species": ["H", "C", "C", "C", "H", "H", "H", "C", "H", "C", "H", "C", "H", "H"], "positions_angstrom": [[-1.878, 0.274, 1.577], [-1.155, -0.031, 0.824], [0.263, 0.091, -1.068], [-0.596, -1.237, 0.711], [-0.009, -2.023, -1.231], [1.250, 1.033, 0.992], [-0.767, -2.081, 1.377], [0.341, -1.303, -0.477], [1.196, 0.670, -1.371], [-0.622, 0.925, -0.205], [-1.279, 1.674, -0.632], [0.794, 1.317, 0.052], [1.360, -1.613, -0.215], [1.103, 2.303, -0.333]], "forces_ev_per_a": [[0.149, -0.095, -0.126], [-0.002, -0.214, -0.035], [2.356, 1.642, 0.837], [-0.076, 0.187, -0.044], [0.017, 0.030, 0.181], [-0.101, -0.187, -0.043], [-0.004, 0.213, -0.142], [0.115, -0.177, -0.058], [-0.935, -1.153, -1.703], [-0.272, 0.507, 0.264], [-0.157, -0.067, 0.063], [-1.011, 0.079, 0.954], [-0.128, 0.066, 0.047], [0.049, -0.832, -0.198]], "lowdin_charge": [0.104, -0.067, -0.134, -0.090, 0.106, 0.102, 0.100, -0.188, 0.119, -0.324, 0.127, -0.069, 0.112, 0.102], "de_lowest_kcal_mol": 59.5, "homo_lumo_gap_ev": 9.4, "charge": 0, "homo_ev": -8.16, "total_energy_ha": -233.292211, "smiles": "C1=C[C@H]2C[C@H]2C1"}